No. 1
{"formula": "C5H10N2", "method": "ωB97M-V with the def2-TZVPD basis set", "species": ["C", "C", "C", "C", "C", "N", "N", "H", "H", "H", "H", "H", "H", "H", "H", "H", "H"], "coordinates": [[-0.648, 0.017, 0.241], [-1.309, -1.225, 0.486], [-0.104, 0.436, 1.552], [1.428, 0.732, -1.240], [0.920, -0.382, -0.375], [-1.291, 1.003, -0.569], [1.573, -1.432, -0.193], [-2.014, 0.602, -1.158], [-1.627, 1.796, -0.039], [1.185, -2.078, 0.490], [-0.773, -2.151, 0.623], [-2.391, -1.273, 0.465], [0.882, 0.883, 1.603], [-0.468, 0.058, 2.498], [1.324, 1.697, -0.746], [2.471, 0.530, -1.480], [0.842, 0.788, -2.157]], "forces_ev_per_angstrom": [[2.537, -0.483, 0.022], [-0.967, -1.025, -0.383], [0.262, 0.836, 0.733], [0.202, -0.275, -0.086], [-1.747, 0.732, -0.415], [-0.147, 0.089, -0.162], [0.488, -0.005, 0.332], [0.085, 0.148, 0.146], [-0.079, -0.169, -0.037], [-0.308, -0.051, -0.189], [0.018, 0.077, -0.018], [-0.022, -0.029, 0.172], [0.034, 0.029, -0.022], [-0.347, 0.037, -0.154], [0.006, -0.017, 0.026], [-0.015, 0.082, 0.003], [0.001, 0.024, 0.030]], "lowdin_charge": [-0.639, 0.080, 0.088, -0.063, -0.356, 0.079, 0.135, 0.086, 0.085, 0.046, 0.050, 0.065, 0.058, 0.056, 0.076, 0.077, 0.076], "de_lowest_kj_mol": 437.1, "e_tot_ev": -8322.803, "largest_force_ev_per_a": 2.58, "orbital_gap_ev": [7.82, 8.39]}

***

No. 2
{"formula": "C5H10N2", "method": "ωB97M-V with the def2-TZVPD basis set", "species": ["C", "C", "C", "N", "C", "N", "C", "H", "H", "H", "H", "H", "H", "H", "H", "H", "H"], "coordinates": [[2.205, -1.205, -0.076], [0.890, -0.546, 0.084], [0.026, -0.155, -0.851], [-1.098, 0.414, -0.310], [-1.974, 1.333, -1.017], [-0.956, 0.520, 1.107], [0.328, -0.170, 1.415], [2.441, -1.376, -1.131], [2.999, -0.585, 0.352], [2.210, -2.174, 0.431], [0.130, -0.233, -1.925], [-1.549, 2.343, -1.025], [-2.956, 1.371, -0.535], [-2.122, 1.011, -2.053], [-1.710, -0.006, 1.552], [0.991, 0.514, 1.952], [0.145, -1.057, 2.030]], "forces_ev_per_angstrom": [[0.068, -0.148, -0.138], [0.106, 0.128, -0.568], [0.266, 0.079, 0.231], [-1.563, -0.579, -0.975], [0.512, 0.145, 0.529], [0.121, 0.082, 0.244], [-0.161, 0.284, 0.295], [-0.041, 0.026, 0.154], [0.062, -0.117, 0.043], [0.185, 0.005, 0.014], [-0.083, 0.008, 0.038], [-0.137, 0.205, -0.049], [0.190, -0.050, -0.041], [0.165, -0.123, 0.261], [0.136, 0.121, -0.423], [0.090, -0.126, 0.191], [0.082, 0.061, 0.193]], "lowdin_charge": [-0.075, -0.312, -0.076, -0.238, -0.067, 0.005, -0.158, 0.077, 0.076, 0.075, 0.128, 0.076, 0.076, 0.081, 0.111, 0.106, 0.114], "smiles": "CC1=CN(C)NC1", "de_lowest_kj_mol": 179.1, "e_tot_ev": -8325.477, "largest_force_ev_per_a": 1.93, "orbital_gap_ev": 7.72}